[1]
Density functional theory data (the ωB97M-V functional and the def2-TZVPD basis) for a structure of composition C28H70Cl2F6KN9O7P3 in a non-equilibrium geometry.

Geometry as XYZ:
```
126
Properties=species:S:1:pos:R:3
K 1.90 -2.44 4.02
C -0.98 -0.69 6.62
O -1.57 0.54 6.25
O 0.34 -0.97 6.09
C -0.99 -0.81 8.18
F -0.06 -0.03 8.73
F -2.13 -0.45 8.79
F -0.63 -2.01 8.53
C -1.83 0.73 4.93
C -2.55 2.10 4.98
H -3.46 2.09 5.57
H -1.84 2.82 5.39
H -2.88 2.44 4.00
H -2.64 0.07 4.62
H -0.93 0.83 4.32
H -1.69 -1.40 6.20
C 3.16 0.49 2.58
O 1.87 -0.20 2.51
O 3.69 -0.02 3.86
C 4.05 0.19 1.25
F 4.94 1.22 1.21
F 4.81 -0.87 1.23
F 3.39 0.21 0.07
C 0.81 0.40 1.71
C -0.39 -0.56 1.66
H -0.80 -0.78 2.65
H -1.22 -0.38 0.99
H -0.06 -1.55 1.34
H 1.10 0.72 0.71
H 0.35 1.26 2.20
H 2.97 1.56 2.73
Cl -0.12 3.12 -4.89
C -1.44 2.06 -4.06
C -1.32 1.98 -2.53
Cl 0.16 1.07 -2.07
H -1.41 1.03 -4.41
H -2.39 2.56 -4.23
H -2.02 1.43 -1.90
H -1.29 2.93 -2.00
O 2.15 6.89 -0.28
P 2.42 6.37 -1.68
N 3.90 6.88 -2.36
C 4.30 6.92 -3.76
C 5.05 6.99 -1.46
N 1.29 6.99 -2.79
C 0.84 8.42 -2.62
C 0.75 6.38 -3.98
N 2.51 4.69 -1.78
C 1.97 3.94 -0.65
C 3.00 3.92 -2.92
H 4.88 6.04 -4.05
H 4.95 7.79 -3.83
H 3.50 6.90 -4.49
H 5.97 7.44 -1.82
H 5.37 5.95 -1.35
H 4.86 7.28 -0.42
H -0.22 8.41 -2.85
H 0.90 8.63 -1.55
H 1.47 9.11 -3.20
H -0.28 6.73 -4.11
H 1.41 6.59 -4.81
H 0.71 5.30 -3.81
H 2.77 3.63 0.03
H 1.09 4.48 -0.28
H 1.65 2.92 -0.86
H 4.09 3.91 -2.78
H 2.74 4.59 -3.73
H 2.55 2.93 -2.93
O 2.25 -4.32 1.95
P 2.66 -5.21 0.86
N 1.70 -6.65 0.86
C 1.63 -7.69 -0.27
C 1.30 -7.31 2.14
N 4.28 -5.59 0.81
C 4.65 -6.86 0.91
C 5.24 -4.50 0.81
N 2.22 -4.70 -0.71
C 2.75 -5.30 -1.92
C 1.21 -3.55 -0.87
H 2.54 -8.27 -0.37
H 1.27 -7.20 -1.17
H 0.76 -8.33 -0.13
H 2.22 -7.85 2.38
H 0.53 -8.08 2.08
H 1.05 -6.62 2.95
H 4.34 -7.40 0.02
H 5.74 -6.85 0.94
H 4.32 -7.34 1.83
H 4.76 -3.52 0.78
H 5.83 -4.45 1.72
H 6.09 -4.68 0.15
H 3.40 -4.59 -2.43
H 3.22 -6.27 -1.74
H 1.89 -5.50 -2.55
H 1.48 -2.97 -1.76
H 1.15 -3.01 0.07
H 0.21 -3.84 -1.18
O -6.23 -1.94 -3.20
P -5.66 -1.42 -1.97
N -3.95 -1.51 -2.09
C -3.29 -0.96 -3.22
C -3.01 -1.72 -0.91
N -6.15 -2.23 -0.48
C -5.77 -1.77 0.87
C -7.23 -3.23 -0.46
N -5.89 0.36 -1.73
C -5.04 1.11 -0.92
C -7.37 0.77 -1.77
H -3.80 -1.21 -4.15
H -2.31 -1.42 -3.37
H -3.06 0.08 -3.00
H -2.04 -2.18 -1.09
H -3.37 -2.49 -0.23
H -3.13 -0.93 -0.16
H -6.11 -0.75 1.02
H -6.04 -2.42 1.71
H -4.70 -1.56 0.87
H -8.18 -2.74 -0.68
H -7.06 -4.08 -1.12
H -7.25 -3.67 0.54
H -5.38 1.09 0.12
H -4.02 0.73 -1.04
H -5.06 2.17 -1.18
H -7.77 0.43 -0.82
H -7.90 0.36 -2.63
H -7.43 1.86 -1.73
```

Summary:
**E_LUMO (spin up / spin down)**: 3.31 / 3.53 eV
**Calculated total energy**: -5271.841273 Eh
**Frontier orbital gap (spin up / spin down)**: 1.3 / 6.1 eV
**Total charge**: -2
**2S+1**: 2

[2]
Density functional theory data (the ωB97M-V functional and the def2-TZVPD basis) for an isolated molecule of C4H3NS2 in a non-equilibrium geometry.

Geometry as XYZ:
```
10
Properties=species:S:1:pos:R:3
C -0.47 -0.49 1.17
C -0.34 0.18 -0.19
C 1.07 0.75 -0.31
C -0.56 -0.82 -1.26
H 0.11 -1.42 1.26
H -1.07 1.00 -0.29
H 1.86 0.01 -0.43
N -0.67 -1.62 -2.08
S -1.33 0.10 2.39
S 1.40 2.32 -0.27
```

Summary:
**E_LUMO**: -1.53 eV
**Calculated total energy**: -1005.279695 Eh
**Frontier orbital gap**: 7.9 eV
**SMILES string**: N#CC(C=S)C=S

[3]
Density functional theory data (the ωB97M-V functional and the def2-TZVPD basis) for a structure of composition C18H24FHfN2O2P in a non-equilibrium geometry.

Geometry as XYZ:
```
49
Properties=species:S:1:pos:R:3
C 1.44 -0.76 -2.64
C 2.25 0.26 -1.86
N 1.90 0.51 -0.57
C 2.64 1.38 0.18
C 3.76 2.00 -0.37
C 4.12 1.77 -1.70
C 3.36 0.86 -2.44
C 2.23 1.71 1.60
P 0.53 1.07 2.01
H 3.62 0.59 -3.46
H 4.35 2.67 0.26
H 4.99 2.25 -2.14
C -0.69 0.24 -3.32
C -0.63 -2.06 -2.70
H 2.19 2.81 1.70
H 1.80 -1.79 -2.45
H 1.61 -0.60 -3.72
C -0.25 2.67 2.39
C 0.67 0.30 3.65
H -1.25 2.52 2.81
H 0.39 3.20 3.11
H -0.36 3.26 1.47
H -0.25 -0.27 3.85
H 1.53 -0.38 3.67
H 0.78 1.08 4.43
H -0.56 -2.22 -3.79
H -0.08 -2.85 -2.18
H -1.68 -2.08 -2.39
H -0.56 -0.13 -4.34
H -1.76 0.30 -3.08
H -0.25 1.24 -3.24
C -1.91 -0.42 1.39
O -2.77 -0.59 2.15
Hf -0.17 -0.32 -0.08
O 0.12 -2.21 0.26
H 2.96 1.38 2.33
H 0.68 -2.94 0.58
N -0.05 -0.72 -2.39
F -3.30 5.17 -1.83
C -2.63 4.04 -1.43
C -1.24 4.04 -1.47
C -0.57 2.87 -1.07
C -1.27 1.74 -0.63
C -2.66 1.79 -0.61
C -3.36 2.94 -1.01
H -0.69 4.92 -1.81
H 0.52 2.86 -1.11
H -3.24 0.93 -0.26
H -4.46 2.96 -1.00
```

Summary:
**E_LUMO (spin up / spin down)**: -11.23 / -13.59 eV
**Calculated total energy**: -1448.531131 Eh
**Frontier orbital gap (spin up / spin down)**: 8.0 / 5.7 eV
**Total charge**: +3
**2S+1**: 2